[1]
C2H3N3O | ωB97M-V/def2-TZVPD

## Properties
SMILES string: Oc1c[nH]nn1
Strongest force on any atom, eV Å⁻¹: 7.538
Energy above the lowest of the compared OMol25 structures with the same formula, charge and spin, kcal/mol: 73.68

ORCA input file:
```
! wB97M-V def2-TZVPD RIJCOSX def2/J DEFGRID3
* xyz 0 1
O 1.0084 -0.1338 1.9650
C 0.2991 0.0680 0.6700
C 0.5045 -0.5143 -0.6754
N -0.5247 -0.0834 -1.2697
N -1.2590 0.9683 -0.6268
N -0.7518 0.8612 0.6388
H 0.4093 0.1800 2.7891
H 1.2132 -1.2471 -1.2913
H -0.8990 -0.0987 -2.1996
*
```

Here are the Löwdin charges for atoms 1 to 5, given in e: atom 1 (O): -0.0792, atom 2 (C): -0.3161, atom 3 (C): -0.0557, atom 4 (N): -0.0574, atom 5 (N): 0.0283

***

[2]
C2H3N3O | ωB97M-V/def2-TZVPD

## Properties
SMILES string: On1cnnc1
Strongest force on any atom, eV Å⁻¹: 8.821
Energy above the lowest of the compared OMol25 structures with the same formula, charge and spin, kcal/mol: 114.88

ORCA input file:
```
! wB97M-V def2-TZVPD RIJCOSX def2/J DEFGRID3
* xyz 0 1
O 1.9394 -0.2183 0.0037
N 0.5655 -0.0640 -0.2881
C -0.3962 -1.1003 -0.0099
N -1.5710 -0.4662 0.0471
N -1.2711 0.7599 0.0716
C 0.0844 1.1370 -0.0585
H 1.9718 0.0199 1.1022
H -0.3356 -2.1285 0.2361
H 0.6562 2.0263 0.2292
*
```

Here are the Löwdin charges for atoms 1 to 5, given in e: atom 1 (O): -0.0460, atom 2 (N): -0.1681, atom 3 (C): -0.0753, atom 4 (N): -0.0173, atom 5 (N): -0.0679

***

[3]
C2H3N3O | ωB97M-V/def2-TZVPD

## Properties
SMILES string: Oc1c[nH]nn1
Strongest force on any atom, eV Å⁻¹: 2.527
Energy above the lowest of the compared OMol25 structures with the same formula, charge and spin, kcal/mol: 53.44

ORCA input file:
```
! wB97M-V def2-TZVPD RIJCOSX def2/J DEFGRID3
* xyz 0 1
O -2.0257 0.1238 0.0999
C -0.6904 0.0966 -0.0262
C 0.2451 -0.3952 0.8434
N 1.4462 -0.0444 0.2656
N 1.1803 0.5515 -0.9443
N -0.0766 0.6067 -1.1317
H -2.3863 0.5255 -0.7048
H 0.1467 -0.8736 1.8103
H 2.1338 -0.5628 -0.2999
*
```

Here are the Löwdin charges for atoms 1 to 5, given in e: atom 1 (O): 0.0713, atom 2 (C): -0.4150, atom 3 (C): -0.0338, atom 4 (N): -0.0199, atom 5 (N): -0.0429

***

[4]
C2H3N3O | ωB97M-V/def2-TZVPD

## Properties
Strongest force on any atom, eV Å⁻¹: 4.424
Energy above the lowest of the compared OMol25 structures with the same formula, charge and spin, kcal/mol: 160.63

ORCA input file:
```
! wB97M-V def2-TZVPD RIJCOSX def2/J DEFGRID3
* xyz 0 1
C 1.9580 1.0021 0.1335
C 1.2356 -0.1345 -0.0023
N 2.0184 -1.1777 -0.1024
N 3.2475 -0.7695 -0.0237
N -1.1192 -0.4575 0.1908
O 3.2553 0.6122 0.0212
H 1.6507 2.1066 0.1558
H -1.5596 -0.6248 1.0956
H -1.0791 -1.2932 -0.3458
*
```

Here are the Löwdin charges for atoms 1 to 5, given in e: atom 1 (C): -0.1028, atom 2 (C): -0.0962, atom 3 (N): 0.0225, atom 4 (N): 0.0421, atom 5 (N): 0.0907

***

[5]
C2H3N3O | ωB97M-V/def2-TZVPD

## Properties
SMILES string: NC#[N+][O-].C#N
Strongest force on any atom, eV Å⁻¹: 1.164
Energy above the lowest of the compared OMol25 structures with the same formula, charge and spin, kcal/mol: 91.97

ORCA input file:
```
! wB97M-V def2-TZVPD RIJCOSX def2/J DEFGRID3
* xyz 0 1
N 2.0057 -0.2474 0.0461
C 0.7277 -0.6440 0.2108
N -0.2828 -1.1804 0.4051
O -1.4790 -1.4512 0.5150
H 2.2758 0.5014 0.6732
H 2.2310 -0.0208 -0.9158
C -1.8504 0.9986 -0.3055
N -0.7929 1.4300 -0.4784
H -2.8350 0.6139 -0.1504
*
```

Here are the Löwdin charges for atoms 1 to 5, given in e: atom 1 (N): 0.1083, atom 2 (C): -0.1598, atom 3 (N): -0.1203, atom 4 (O): -0.0868, atom 5 (H): 0.1020

***

[6]
C2H3N3O | ωB97M-V/def2-TZVPD

## Properties
Strongest force on any atom, eV Å⁻¹: 5.887
Energy above the lowest of the compared OMol25 structures with the same formula, charge and spin, kcal/mol: 115.76

ORCA input file:
```
! wB97M-V def2-TZVPD RIJCOSX def2/J DEFGRID3
* xyz 0 1
C 1.2628 0.6777 -0.9225
C 0.9231 -0.7399 0.7158
N 2.2933 -0.1172 -0.8128
N 2.1206 -1.0432 0.1180
N 0.3529 0.2745 -0.0026
O -1.3919 0.7002 0.2438
H 0.9570 1.5309 -1.6350
H 0.3974 -1.1308 1.5302
H -1.4224 0.0506 0.9053
*
```

Here are the Löwdin charges for atoms 1 to 5, given in e: atom 1 (C): -0.1874, atom 2 (C): -0.1408, atom 3 (N): -0.0287, atom 4 (N): 0.0093, atom 5 (N): 0.0341